{
  "formula": "H26HeO13",
  "method": "ωB97M-V/def2-TZVPD",
  "symbols": ["He", "O", "H", "H", "O", "H", "H", "O", "H", "H", "O", "H", "H", "O", "H", "H", "O", "H", "H", "O", "H", "H", "O", "H", "H", "O", "H", "H", "O", "H", "H", "O", "H", "H", "O", "H", "H", "O", "H", "H"],
  "coordinates": [[13.161673, 0.994237, -9.412716], [10.729704, 1.951390, -11.541836], [10.663975, 1.921186, -10.587376], [11.320605, 2.683380, -11.718655], [15.568742, -0.524800, -11.405398], [15.632002, -0.499409, -10.450630], [15.438900, 0.388264, -11.661675], [12.917506, 0.510934, -12.800009], [12.228450, 0.821491, -12.212649], [13.181828, -0.333368, -12.434615], [10.799799, -1.333459, -9.113458], [11.534937, -1.113004, -8.541438], [10.135614, -1.690475, -8.523864], [13.219889, -1.509489, -7.311247], [13.418027, -2.292893, -7.824329], [13.961756, -0.925482, -7.468743], [11.884769, 1.622224, -6.430527], [11.199875, 1.863315, -7.054248], [11.656575, 2.093725, -5.629382], [12.872389, 3.812375, -11.504094], [13.267952, 4.277561, -10.766959], [13.331483, 4.148126, -12.273983], [10.345504, 1.575273, -8.789781], [10.403324, 0.622823, -8.865429], [9.411506, 1.750667, -8.675237], [13.530642, 3.940350, -6.674423], [12.971398, 3.168310, -6.760639], [14.421078, 3.590047, -6.648944], [15.916055, 2.388041, -7.100288], [15.876596, 2.513321, -8.048434], [16.828246, 2.567362, -6.872283], [15.688733, -0.261035, -8.493802], [16.132619, -0.979468, -8.043183], [15.782140, 0.486668, -7.903501], [15.632589, 2.039053, -12.052158], [16.129871, 2.526864, -12.708648], [14.718738, 2.263038, -12.228045], [15.242292, 2.966170, -9.493098], [14.769628, 3.793939, -9.405830], [15.254327, 2.794805, -10.434756]],
  "forces_ev_per_angstrom": [[-0.0255, -0.0171, -0.0022], [-0.1305, -0.3438, -0.6863], [-0.0577, -0.0328, 0.5905], [0.1645, 0.3460, 0.0136], [-0.1338, -0.8778, -0.1609], [0.0182, 0.0362, 0.4036], [0.1572, 0.0978, -0.1919], [0.4936, 0.2223, -0.3463], [-0.7580, 0.2413, 0.2701], [0.3395, -0.2757, 0.0971], [-0.4685, 0.4632, -0.4030], [0.7941, -0.1340, 0.5364], [-0.1618, -0.2459, 0.1599], [-0.6298, -0.1593, 0.1852], [0.0982, -0.2506, -0.1592], [0.2967, 0.4061, -0.2673], [0.3569, -0.0120, 0.2910], [-0.3861, -0.0836, -0.6671], [-0.0187, 0.0118, 0.4106], [0.2388, -0.1332, -0.1328], [-0.1756, 0.1570, 0.2893], [-0.0396, 0.2259, -0.3589], [-0.0118, 0.7620, 0.2723], [0.1575, -1.0125, -0.2270], [-0.3451, 0.1355, -0.0413], [-0.1197, 0.9490, -0.1392], [-0.1643, -0.5696, -0.0473], [0.4092, -0.3085, 0.0703], [0.2756, -0.5614, 1.0853], [-0.2548, 0.3226, -0.9980], [0.2398, 0.0528, 0.2571], [-0.2761, -0.4828, -0.1027], [0.2952, -0.2523, 0.0372], [0.0546, 0.7437, 0.3896], [0.0746, 0.8248, 0.1154], [0.3568, -0.0169, -0.2189], [-0.8500, -0.3506, -0.3619], [-0.2057, 0.4693, 0.0498], [-0.0950, 0.1805, 0.5389], [0.4869, -0.5272, -0.5511]],
  "spin_multiplicity": 1,
  "energy_ev": -27119.7758,
  "homo_lumo_gap_ev": 10.030,
  "max_force_ev_per_a": 1.253,
  "e_lumo_ev": -0.14,
  "e_above_lowest_kcal_mol": 20.6,
  "mol_weight_g_mol": 238.2
}


{
  "formula": "C2H14O4S2",
  "method": "ωB97M-V/def2-TZVPD",
  "symbols": ["C", "C", "S", "S", "H", "H", "H", "H", "H", "H", "H", "H", "O", "H", "H", "O", "H", "H", "O", "H", "H", "O"],
  "coordinates": [[0.822766, -2.098956, 0.751227], [1.953256, -1.136013, 0.370509], [1.692233, 0.595808, 0.903321], [1.073890, 1.939808, -0.503325], [-0.196075, -1.816371, 0.529566], [0.931543, -2.227828, 1.837461], [1.076692, -3.128415, 0.331152], [2.299582, -1.158729, -0.735924], [2.935518, -1.457773, 0.900624], [-0.224916, 2.160297, -0.145177], [-2.719922, 0.278201, -0.156893], [-3.168866, -0.671405, 1.020343], [-2.882532, 0.262400, 0.812844], [-4.023577, 0.094508, -3.605056], [-2.567345, -0.416666, -3.172143], [-3.536367, -0.505350, -3.033197], [-0.603015, 1.133629, -3.551429], [-0.055694, -0.384466, -3.777866], [-0.843066, 0.225316, -3.764957], [0.239727, -0.935938, 3.723686], [-0.343062, -1.856153, 4.866639], [0.450126, -1.328984, 4.585892]],
  "forces_ev_per_angstrom": [[1.6144, -1.4554, 0.2814], [1.5261, -0.2871, -1.7737], [0.5248, -0.0169, 1.0988], [-0.3762, -0.1650, -0.4068], [-0.0420, 0.2639, -0.3602], [-0.4223, -0.0127, -0.1569], [-0.5608, 1.2520, 0.3255], [-0.9878, 0.0799, 1.6105], [-1.7077, 0.7296, -0.5592], [0.3885, -0.4290, -0.0356], [-0.3394, -0.2130, 0.8942], [0.4528, 1.5857, -0.5415], [-0.1417, -1.3983, -0.4496], [0.4850, 0.0239, -0.0787], [-0.8855, 0.3671, -0.3828], [0.4098, -0.3378, 0.5075], [0.5257, -0.3555, 0.0640], [-1.0445, 1.5032, 0.1610], [0.5860, -1.1876, -0.1572], [-0.1273, -0.1749, 0.4065], [1.1083, 0.8786, -0.6033], [-0.9862, -0.6506, 0.1559]],
  "smiles": "CCSS.O.O.O.O",
  "spin_multiplicity": 1,
  "energy_ev": -32161.0037,
  "homo_lumo_gap_ev": 9.202,
  "max_force_ev_per_a": 2.357,
  "e_lumo_ev": 0.10,
  "e_above_lowest_kcal_mol": 24.4,
  "mol_weight_g_mol": 166.3
}


{
  "formula": "C4H14N3",
  "method": "ωB97M-V/def2-TZVPD",
  "symbols": ["C", "N", "C", "N", "H", "H", "H", "H", "H", "H", "H", "C", "C", "N", "H", "H", "H", "H", "H", "H", "H"],
  "coordinates": [[3.402100, 1.574396, 0.173830], [-0.254028, 1.128319, 0.354571], [0.995242, 1.104804, 0.016757], [2.001175, 1.790485, 0.530704], [3.934505, 2.515777, 0.271180], [3.469548, 1.224599, -0.852357], [3.862162, 0.846639, 0.842901], [-0.510571, 1.744344, 1.109711], [-1.240889, 0.488791, -0.144353], [1.253490, 0.514065, -0.862189], [1.843267, 2.197829, 1.445668], [-1.072015, -2.343474, -0.187509], [-2.312259, -1.494808, 0.029142], [-2.251427, -0.179869, -0.661602], [-0.176193, -1.897994, 0.245279], [-1.254776, -3.256173, 0.383265], [-0.898841, -2.629725, -1.222237], [-3.174843, -2.072814, -0.303865], [-2.453580, -1.272611, 1.085942], [-2.019509, -0.298088, -1.648332], [-3.142558, 0.315509, -0.606507]],
  "forces_ev_per_angstrom": [[-0.0025, -0.0176, 0.1288], [-0.2546, -0.1425, 0.1319], [-0.1530, -0.0525, -0.8935], [-0.0763, -0.1546, 0.7566], [0.0185, 0.0291, -0.1177], [-0.0003, 0.0241, -0.0221], [-0.0011, -0.0265, -0.0715], [0.0947, 0.1805, 0.3262], [0.2499, 0.1929, -0.1747], [0.0141, -0.0888, 0.1327], [0.0118, 0.2052, -0.2136], [-0.1364, -0.0871, 0.6730], [-0.1590, -0.0984, -0.2029], [0.3207, -0.0708, -0.1124], [0.0323, 0.1177, -0.1603], [0.1713, -0.0987, -0.1578], [-0.0557, 0.1269, -0.1055], [-0.1163, 0.1923, -0.0353], [0.0477, -0.0923, 0.0465], [-0.2407, -0.0408, 0.0934], [0.2348, -0.0981, -0.0218]],
  "charge": 1,
  "spin_multiplicity": 1,
  "energy_ev": -8839.6100,
  "homo_lumo_gap_ev": 11.418,
  "max_force_ev_per_a": 0.908,
  "e_lumo_ev": -2.44,
  "e_above_lowest_kcal_mol": 9.5,
  "mol_weight_g_mol": 104.2
}


{
  "formula": "C6H17NO3",
  "method": "ωB97M-V/def2-TZVPD",
  "symbols": ["C", "N", "C", "C", "C", "C", "C", "H", "H", "H", "H", "H", "H", "H", "H", "H", "H", "H", "H", "H", "O", "H", "H", "O", "H", "H", "O"],
  "coordinates": [[0.749146, 1.811098, -0.251839], [0.094254, 0.980743, 0.817526], [-1.295305, 0.621585, 0.491923], [-1.942840, -0.193531, 1.419634], [-1.531945, -0.634592, 2.807672], [-2.362443, 1.170250, -1.637336], [-1.597994, 0.378090, -0.980172], [1.691484, 1.230579, -0.441771], [1.033673, 2.737994, 0.079262], [0.348826, 1.859035, -1.245960], [0.193976, 1.338806, 1.676506], [-2.700504, -0.662645, 0.787774], [-1.392234, 0.183872, 3.575244], [-0.486277, -1.169183, 2.747969], [-2.448547, -1.235935, 3.318243], [-2.600270, 1.042250, -2.677846], [-2.848857, 1.952196, -1.204331], [-0.978341, -0.513948, -1.143111], [2.545830, -1.715734, 2.497541], [1.579293, -1.442396, 1.224495], [2.246970, -2.116252, 1.612393], [3.191053, -0.742439, -0.560282], [2.997838, -2.086437, -0.390538], [3.427371, -1.562116, -1.037585], [0.797079, 0.348756, -4.098630], [0.711677, -1.257353, -3.887048], [0.577087, -0.322692, -3.499735]],
  "forces_ev_per_angstrom": [[2.0377, -3.6652, 0.5270], [-2.4043, -0.6233, -6.2548], [1.3186, -2.7700, 3.1175], [0.3252, 1.8064, -2.5876], [-0.6559, -0.5462, 1.1546], [-0.5350, -0.9999, -3.0815], [2.4635, -0.9336, 3.7889], [-0.3238, 0.8270, -0.0186], [0.4514, 2.4530, 0.8471], [-1.1176, -0.0979, 0.0640], [0.3465, 1.7048, 3.7729], [-0.6214, -0.4164, 1.3576], [-0.0264, -0.4398, -1.1154], [-2.1143, 0.4521, 0.3092], [2.5864, 0.8023, -1.3622], [0.0442, -0.2894, -0.3848], [-1.0504, 2.1505, 1.4449], [-0.6190, 0.4384, -1.5614], [-0.7588, -0.8020, -2.1075], [1.4346, -1.4084, 1.2214], [-0.9497, 2.3699, 0.8959], [0.6401, 0.2427, -0.9486], [-0.4046, -2.0229, 0.8966], [-0.0696, 1.7422, 0.0025], [0.6323, 0.9591, -1.6882], [-0.1099, 2.7308, 0.5944], [-0.5197, -3.6640, 1.1162]],
  "smiles": "C=C/C(=C/C)NC.O.O.O",
  "spin_multiplicity": 1,
  "energy_ev": -14126.3212,
  "homo_lumo_gap_ev": 8.464,
  "max_force_ev_per_a": 6.730,
  "e_lumo_ev": 0.55,
  "e_above_lowest_kcal_mol": 121.7,
  "mol_weight_g_mol": 151.2
}